Record 1
Formula: C46H30F9INiO2P2
Source: the Open Molecules 2025 dataset
Level of theory: ωB97M-V with the def2-TZVPD basis set

Summary:
Total energy ... -5309.01633 hartree
Orbital gap ... 8.29 eV

```
! wB97M-V def2-TZVPD RIJCOSX def2/J DEFGRID3
* xyz 0 1
I -4.212 3.068 -3.699
Ni 0.448 0.040 0.703
P -1.283 -0.272 2.017
P 0.993 -2.037 -0.489
F 5.391 -5.875 2.742
F -3.513 -6.864 0.678
F 6.789 -4.770 1.519
F -4.803 -5.291 -0.064
F 3.603 -0.008 -6.336
F 6.124 -3.952 3.410
F 1.692 -0.757 -7.025
F -3.837 -6.642 -1.449
F 3.355 -2.113 -6.770
O 2.526 2.158 -1.958
O 1.714 1.024 -0.247
C -0.383 1.204 4.452
C -1.447 -2.969 2.718
C 2.747 -1.032 -6.234
C -2.481 -5.030 -0.390
C 4.247 -4.392 0.338
C -3.612 -2.607 4.417
C 0.180 1.939 -1.890
C -0.945 1.204 -1.543
C 3.838 -2.983 2.254
C 3.173 -3.818 -0.317
C 2.567 -0.949 -2.459
C -2.655 -3.740 -0.874
C -1.974 -4.051 3.411
C -2.002 -1.704 2.868
C 0.658 2.019 4.868
C -3.652 2.865 0.931
C -3.661 -5.957 -0.303
C 1.522 -1.842 -2.221
C 1.577 1.697 -1.346
C -3.838 0.097 0.974
C 2.324 -1.295 -4.817
C 1.707 2.338 3.999
C -3.055 -3.871 4.258
C 2.761 -2.408 1.593
C -0.134 -4.622 -0.092
C 0.035 2.981 -2.801
C -3.091 -1.527 3.725
C -4.781 2.237 0.422
C 0.725 1.016 2.278
C -4.877 0.853 0.448
C -1.567 -2.889 -0.946
C 2.966 -0.675 -3.757
C -0.319 0.727 3.148
C 5.724 -4.635 2.328
C -0.297 -3.320 -0.553
C -2.314 2.578 -2.952
C -2.190 1.517 -2.075
C 0.885 -2.462 -3.294
C 1.286 -2.188 -4.590
C 1.755 1.853 2.699
C -2.615 2.114 1.465
C 2.419 -2.829 0.312
C 4.573 -3.972 1.624
C -1.202 3.316 -3.328
C -1.225 -5.476 -0.011
C -2.706 0.725 1.493
H -5.756 0.360 0.052
H 4.108 -2.652 3.248
H -1.205 0.951 5.111
H -0.601 -3.107 2.060
H -3.914 -0.985 0.997
H 3.755 0.042 -3.934
H 2.929 -4.128 -1.326
H -1.542 -5.036 3.284
H -1.100 -6.483 0.365
H 0.839 -4.968 0.230
H -3.640 -3.399 -1.166
H 2.189 -1.619 2.071
H -5.583 2.826 -0.003
H -1.729 2.604 1.849
H -1.702 -1.867 -1.288
H 2.501 2.984 4.355
H -3.059 0.942 -1.784
H -1.298 4.141 -4.021
H -3.537 -0.546 3.835
H -0.936 0.357 -0.857
H 0.789 -2.665 -5.426
H 0.662 2.419 5.874
H -3.469 -4.713 4.796
H 3.044 -0.432 -1.636
H 0.075 -3.159 -3.123
H -4.457 -2.466 5.079
H -3.575 3.944 0.906
H 0.922 3.533 -3.083
H 4.841 -5.155 -0.147
H 2.569 2.107 2.031
*
```

Atom charges from the Löwdin analysis, given in e for atoms 1 to 6: I 0.844; Ni 0.154; P 1.070; P 1.115; F 0.142; F 0.137



Record 2
Formula: C46H32F12N4O2P2ReSe2
Source: the Open Molecules 2025 dataset
Level of theory: ωB97M-V with the def2-TZVPD basis set

Summary:
ΔE to the lowest compared entry with this formula, charge and spin ... 16.2 kcal/mol
Total energy ... -8903.96809 hartree
Orbital gap (spin up / spin down) ... 6.28 / 6.64 eV
<S²> ... 3.8031

```
! wB97M-V def2-TZVPD RIJCOSX def2/J DEFGRID3
* xyz 0 4
Re -2.153 -0.002 0.993
Se -1.943 0.514 -5.999
Se 0.952 0.889 1.297
P 1.309 0.744 -0.792
P -0.374 0.103 -4.665
F 0.150 -4.607 1.645
F -5.717 2.186 2.427
F -4.717 1.811 4.302
F -0.246 -3.671 -0.261
F -3.871 -3.933 1.936
F -4.647 0.352 2.707
F -2.333 -5.355 1.369
F -4.211 4.430 3.200
F -4.422 3.945 1.096
F -3.153 -4.010 -0.098
F 0.596 -2.513 1.373
F -2.499 4.518 1.856
O -2.018 -1.943 0.698
O -2.891 1.846 1.215
N -1.851 -0.211 2.888
N -2.192 0.075 -2.729
N -1.330 0.358 -0.798
N -2.447 0.137 -1.461
C 1.752 4.718 -1.352
C 3.067 -1.337 -0.286
C 1.990 2.328 -1.335
C -0.547 3.236 4.998
C 1.199 3.464 -1.162
C -3.284 2.343 2.445
C -2.777 -4.098 1.177
C -4.614 1.674 2.974
C -0.077 -2.534 -3.792
C 3.591 -1.829 -2.975
C 3.920 -2.369 -0.653
C 3.234 1.772 -5.722
C -1.562 -5.026 6.064
C -1.935 -1.399 4.998
C -0.856 0.264 -2.907
C -3.615 3.833 2.149
C -1.703 3.277 4.227
C -1.701 -3.001 1.514
C -2.149 2.192 3.479
C 3.090 4.840 -1.709
C 1.704 3.526 -5.116
C -0.283 -3.480 1.067
C 2.744 -0.795 -2.612
C -0.278 0.946 4.340
C 2.273 0.820 -5.409
C 0.176 -1.617 -4.808
C 0.731 -2.046 -6.014
C 3.326 2.447 -1.698
C 0.741 2.582 -4.805
C -1.660 -3.774 5.233
C 1.024 1.224 -4.950
C 4.169 -2.623 -1.994
C -0.278 0.455 -1.634
C -1.609 -3.841 3.850
C -1.451 0.981 3.588
C 0.178 2.054 5.023
C 0.239 -3.873 -3.975
C 2.467 -0.559 -1.271
C -1.794 -1.448 3.605
C 3.873 3.710 -1.885
C 1.061 -3.382 -6.183
C 2.950 3.120 -5.577
C 0.814 -4.295 -5.164
C -0.069 4.470 5.716
C -1.692 -2.723 3.023
C -1.859 -2.522 5.793
H 0.866 -1.341 -6.825
H 1.495 -3.715 -7.118
H -2.259 4.201 4.219
H 4.206 1.456 -6.081
H 4.816 -3.445 -2.277
H 4.917 3.806 -2.159
H 2.316 -0.153 -3.367
H 3.522 5.823 -1.852
H 4.381 -2.975 0.117
H 3.703 3.860 -5.824
H -1.957 -2.414 6.868
H 2.496 -0.232 -5.539
H -2.517 -5.559 6.067
H 1.479 4.581 -5.011
H 2.856 -1.135 0.755
H 3.941 1.563 -1.809
H -1.302 -4.799 7.098
H 0.542 5.078 5.046
H 1.142 5.600 -1.205
H -1.521 -4.821 3.403
H -0.247 2.889 -4.480
H -2.123 -0.445 5.467
H -0.811 -5.703 5.657
H 0.168 3.361 -0.841
H -0.521 -2.212 -2.858
H 1.109 1.994 5.576
H 1.062 -5.341 -5.305
H 0.275 0.016 4.384
H -0.908 5.083 6.046
H 0.539 4.213 6.583
H 3.788 -2.020 -4.023
H 0.035 -4.582 -3.182
*
```

Atom charges from the Löwdin analysis, given in e for atoms 1 to 6: Re 1.709; Se 0.287; Se 0.504; P 0.638; P 0.490; F 0.161